11
Properties=species:S:1:pos:R:3 method="wB97M-V/def2-TZVPD" e_above_lowest_kj_mol=29.2 gap_ev=6.0 total_charge=-1 homo_energy_ha=-0.099 e_lumo_ha=0.1208 max_force_ev_per_a=0.665
S -1.635 -1.764 1.669
H -1.115 -1.979 2.889
C 0.050 -0.317 -1.644
S 0.798 1.270 -1.188
C 0.576 1.171 0.621
H -1.033 -0.281 -1.564
H 0.291 -0.523 -2.689
H 0.473 -1.088 -1.008
H -0.036 2.005 0.964
H 1.551 1.277 1.095
H 0.081 0.229 0.854